Density functional theory data (the ωB97M-V functional and the def2-TZVPD basis) for the molecule C19H23FN4O3.

CARTESIAN COORDINATES (ANGSTROEM)
H: 1.3244 -1.9376 -0.6549
O: -0.3365 -5.0240 3.0733
O: -0.4778 4.2925 -0.4361
H: 0.5299 1.9664 -3.6506
H: -1.7648 -3.5376 3.1677
H: -1.8955 1.9708 -2.8078
N: 0.8707 -2.0342 0.2403
H: 0.6025 1.2115 -0.1529
H: -2.1052 3.1796 -1.5080
C: 0.4224 -4.5649 4.1620
N: -0.1707 2.5096 -1.7647
C: -1.0972 -4.0199 2.4345
H: -2.4626 0.6956 2.5048
C: -2.0609 1.4464 0.5472
C: 0.2822 3.5806 -1.0661
H: 1.9429 4.8880 -1.0718
H: 2.4265 3.5924 -3.0698
H: -0.2160 -4.0833 4.9147
H: -2.8697 -1.6151 1.7283
C: -1.6047 2.2506 -1.7925
N: 1.5087 0.7913 -0.0158
C: -1.9648 1.1644 -0.8117
C: 1.7312 0.0834 1.2279
C: 2.1085 1.6410 -2.2343
C: -2.4941 -1.1554 -0.3185
H: 0.0492 -1.3799 3.2853
C: -2.1737 -0.1496 -1.2105
O: 3.5520 0.3399 -0.8395
C: 0.6309 1.6414 -2.6049
C: 0.9526 -1.1869 1.2911
H: -1.8913 2.4613 0.8753
H: -2.6457 -2.1600 -0.6786
H: 2.1139 3.4838 -0.0362
C: -0.2661 -2.9741 1.7587
C: -2.3805 0.4543 1.4564
H: 1.1972 -3.8555 3.8495
N: 0.1394 -3.1093 0.5080
H: 2.6711 1.1605 -3.0413
H: 1.4591 0.7203 2.0740
C: 1.7805 3.8096 -1.0263
C: 2.5745 3.0947 -2.1088
F: -2.0639 -0.4606 -2.5253
H: 2.8061 -0.1309 1.2698
C: 2.4627 0.8594 -0.9705
C: 0.2179 -1.7665 2.3014
H: -1.6894 -4.5498 1.6859
C: -2.6062 -0.8425 1.0241
H: 0.2252 0.6269 -2.5387
H: 3.6390 3.1258 -1.8722
H: 0.8942 -5.4435 4.5973

Atoms 1-2, force components in eV/Å:
-0.10 -0.03 0.08
-0.06 -0.14 -0.09

SMILES: COCc1cc(CNC(=O)[C@@H]2CCC(=O)N(Cc3ccccc3F)C2)[nH]n1
Total charge: 0
Maximum force: 0.9 eV Å⁻¹
Orbital gap: 0.3586 Ha
HOMO energy: -0.336 Ha
E_LUMO: 0.63 eV